(1)
Computed, not measured: a structure of composition C3H3ClO2 in a non-equilibrium geometry, with ωB97M-V/def2-TZVPD.

Structure (XYZ):
```
9
Properties=species:S:1:pos:R:3:forces:R:3:lowdin_charge:R:1
C -0.257438 -0.245938 -0.657228 2.07 2.79 -0.04 -0.206
C 0.107328 -1.048954 0.536801 0.18 1.84 -0.63 -0.279
C -1.240904 0.407250 0.339494 -0.66 0.86 -0.64 -0.665
O -0.610959 -1.575241 -0.506259 0.15 -2.52 -1.08 0.022
O -0.748303 -0.371532 1.391393 -1.00 0.33 1.34 -0.027
Cl -2.833318 -0.028749 -0.176004 -2.20 -0.43 -0.29 0.709
H 0.297864 0.283425 -1.537052 -1.19 -1.65 1.59 0.186
H 0.951521 -1.360633 1.074679 1.25 -1.24 -0.27 0.155
H -1.444352 1.453553 0.575159 1.40 0.02 0.02 0.105
```
Positions in Å, forces in eV/Å.

Its maximum force is 3.473 eV Å⁻¹. As for the spin multiplicity: 1. The value obtained for the HOMO energy is -10.164 eV. The total energy comes out at -726.66544 a.u. Its energy above the lowest of the compared OMol25 structures with the same formula, charge and spin is 300.6 kJ/mol. The value obtained for the LUMO energy is 0.92 eV.

=====

(2)
Computed, not measured: a structure of composition C25H47ClP2Pt in a non-equilibrium geometry, with ωB97M-V/def2-TZVPD.

Structure (XYZ):
```
76
Properties=species:S:1:pos:R:3:forces:R:3:lowdin_charge:R:1
Pt 0.047544 -1.125730 -0.300048 -1.74 -0.55 1.65 1.179
C -2.227795 1.695125 0.423956 -1.20 -1.06 -1.59 -0.200
C -2.993197 0.942723 -0.544202 0.76 1.85 1.34 -0.181
C -1.959020 -0.585120 0.920266 -0.82 0.94 -0.60 -0.316
C -1.779707 0.791567 1.403118 -0.14 -0.63 -1.35 -0.208
C -2.904248 -0.424457 -0.214545 0.72 0.11 1.24 -0.173
C -1.970135 3.157913 0.457149 -0.04 0.55 0.23 -0.017
H -1.696699 3.590354 -0.520595 -0.36 -0.20 0.28 0.087
H -1.135687 3.389250 1.143168 -0.36 -0.08 -0.18 0.060
H -2.854339 3.685505 0.848618 0.28 0.08 -0.23 0.113
C -1.382706 1.208643 2.741320 0.62 -0.10 0.92 -0.025
H -0.621101 2.007025 2.761274 -0.53 0.04 -0.16 0.064
H -0.925213 0.389440 3.287945 -0.31 0.03 0.16 0.015
H -2.276620 1.548831 3.290321 0.32 0.05 -0.08 0.136
C -2.296640 -1.609637 1.945048 0.03 -0.67 0.62 -0.071
H -3.327280 -1.484196 2.312325 0.18 -0.17 -0.15 0.116
H -1.647164 -1.522408 2.808018 0.08 0.01 0.12 0.038
H -2.156639 -2.627464 1.588620 -0.26 -0.09 -0.01 0.059
C -3.838886 -1.473958 -0.668872 -0.32 -0.57 0.06 0.002
H -4.870143 -1.095898 -0.763185 0.40 0.04 -0.02 0.114
H -3.867827 -2.291365 0.063769 0.02 0.14 -0.27 0.090
H -3.585485 -1.918108 -1.640712 0.02 0.16 0.07 0.094
C -3.915626 1.544824 -1.542498 -0.36 0.12 -0.46 -0.018
H -4.826925 1.911476 -1.036617 0.30 -0.12 -0.10 0.113
H -4.255448 0.814890 -2.294616 0.20 0.29 0.21 0.093
H -3.491124 2.422365 -2.057172 -0.02 -0.34 0.13 0.096
C 1.661238 0.132900 -0.882244 -0.06 2.39 0.32 -0.329
C 0.397875 0.844454 -0.816393 1.67 0.85 -0.30 -0.321
C -0.243465 1.365179 -2.096729 0.06 0.95 0.89 -0.160
C -0.892429 0.278284 -2.923280 -0.36 -0.52 -0.25 -0.141
C -0.728936 -1.103799 -2.261084 -0.11 -0.55 -2.10 -0.257
C 0.537000 -1.784767 -2.267807 -1.21 -0.49 -1.82 -0.299
C 1.759710 -1.218548 -2.972498 0.48 0.05 0.07 -0.153
C 2.342707 -0.039572 -2.191723 0.43 0.02 -0.12 -0.169
H 0.540154 1.906737 -2.647609 -0.26 -0.11 -0.03 0.118
H -0.483144 0.311142 -3.948433 -0.07 -0.42 0.35 0.131
H -0.991182 2.119588 -1.807653 0.31 -0.26 -0.25 0.088
H 2.256307 0.896088 -2.743830 -0.02 0.02 -0.22 0.111
H 2.349658 0.221512 -0.048930 -0.51 -0.19 -0.28 0.017
H 0.179200 1.419060 0.101756 0.00 -0.31 -0.56 0.039
H 3.415040 -0.165115 -2.012603 -0.10 -0.16 -0.13 0.122
H 2.557285 -1.960801 -3.064462 -0.35 -0.11 -0.01 0.107
H 0.446432 -2.876534 -2.319705 0.02 0.44 -0.01 0.091
H 1.557883 -0.911438 -4.002970 -0.39 -0.14 0.11 0.129
H -1.968652 0.478786 -3.050686 0.43 -0.06 0.14 0.104
H -1.618207 -1.748359 -2.420695 0.66 0.35 0.45 0.106
P 2.001834 2.589492 1.183609 0.79 0.36 -0.54 0.982
C 1.705504 3.437025 2.739666 -0.28 -0.34 0.02 -0.205
H 2.588946 4.060421 2.915825 -0.20 0.08 0.21 0.078
H 1.580933 2.684343 3.535557 0.13 0.40 -0.17 0.072
H 0.786016 4.034506 2.636745 0.43 -0.07 0.18 0.064
C 3.645064 1.821103 1.184468 -0.09 -0.37 0.10 -0.196
H 4.381540 2.627583 1.223317 0.06 -0.03 0.22 0.077
H 3.819972 1.254845 0.255509 -0.06 0.39 0.40 0.056
H 3.730235 1.135574 2.044027 0.13 0.40 -0.28 0.075
C 2.008161 3.802997 -0.164657 -0.37 -0.16 -0.04 -0.188
H 2.305028 3.320285 -1.114055 -0.12 0.25 0.50 0.068
H 2.739923 4.573011 0.125544 -0.21 -0.07 -0.22 0.079
H 0.999381 4.243263 -0.266509 0.53 -0.09 -0.01 0.062
P 1.090759 -3.141424 0.483138 0.53 -0.11 -0.24 0.797
C -0.460827 -3.922413 -0.093477 -0.26 -0.58 -0.19 -0.234
H -0.299466 -4.550069 -0.971011 0.00 -0.19 0.11 0.068
H -1.236566 -3.182382 -0.396827 0.43 -0.28 0.22 0.021
H -0.890051 -4.505104 0.728921 0.13 -0.03 -0.18 0.065
C 2.515605 -3.301956 -0.628641 0.21 -0.64 -0.46 -0.222
H 2.239671 -3.233373 -1.679550 -0.01 -0.09 0.38 0.017
H 3.026309 -4.256755 -0.520425 0.15 -0.02 0.25 0.063
H 3.213551 -2.477712 -0.439449 -0.11 -0.21 0.19 0.065
C 1.646899 -3.981428 1.991780 -0.04 -0.22 0.31 -0.247
H 2.224792 -4.884116 1.731848 -0.29 0.27 0.00 0.068
H 0.780979 -4.263818 2.608774 0.35 0.17 -0.12 0.060
H 2.295133 -3.307599 2.568935 -0.22 -0.25 -0.17 0.027
Cl 0.911451 -1.114437 3.310176 -0.07 -0.39 0.76 0.611
C 1.164641 -0.497816 1.687642 0.60 0.51 1.02 -0.719
H 0.929605 0.588393 1.768989 0.19 -0.40 -0.27 -0.057
H 2.238599 -0.658824 1.515836 -0.43 0.10 -0.05 -0.008
```
Positions in Å, forces in eV/Å.

Its maximum force is 2.467 eV Å⁻¹. As for the spin multiplicity: 5. The value obtained for the HOMO energy (alpha / beta) is -11.256 / -13.380 eV. The total energy comes out at -2242.17427 a.u. Its net charge is +2. Its energy above the lowest of the compared OMol25 structures with the same formula, charge and spin is 149.2 kJ/mol. The value obtained for the LUMO energy (alpha / beta) is -5.15 / -8.62 eV.

=====

(3)
Computed, not measured: a structure of composition C2H8AlO6P in a non-equilibrium geometry, with ωB97M-V/def2-TZVPD.

Structure (XYZ):
```
18
Properties=species:S:1:pos:R:3:forces:R:3:lowdin_charge:R:1
Al 5.064335 21.708064 -12.722664 -0.79 -0.46 -1.04 1.026
P 3.777554 21.006018 -15.902369 0.44 1.58 0.69 -0.043
O 2.883952 21.664846 -16.945494 0.55 -0.70 0.52 -0.116
O 5.063906 21.851923 -15.609823 -0.04 -0.56 -0.70 -0.194
O 4.376523 19.747562 -16.509759 0.17 0.18 -0.30 -0.045
O 3.215872 20.846176 -14.507127 -0.61 0.22 0.37 -0.387
C 4.536972 25.781028 -12.378574 0.44 0.64 0.14 -0.147
O 4.058784 24.482097 -12.664160 0.13 -0.81 -0.05 -0.228
H 4.047211 26.532702 -13.001223 -0.19 -0.07 0.12 0.084
H 4.442312 26.038314 -11.321771 -0.20 0.00 -0.05 0.084
H 5.603122 25.845274 -12.603279 -0.05 -0.29 -0.11 0.082
H 3.360769 24.236800 -12.051496 -0.15 0.28 -0.03 0.071
C 4.121538 17.854543 -13.073283 0.22 0.40 0.69 -0.150
O 3.539410 19.100338 -12.708975 0.02 0.42 -0.29 -0.246
H 4.181734 17.694952 -14.151248 -0.10 0.08 0.02 0.079
H 5.133900 17.881427 -12.653239 -0.02 -0.55 -0.18 0.073
H 3.534236 17.065590 -12.596418 0.22 -0.14 -0.18 0.077
H 3.280059 19.598048 -13.522966 -0.05 -0.22 0.37 -0.021
```
Positions in Å, forces in eV/Å.

Its maximum force is 1.778 eV Å⁻¹. As for the spin multiplicity: 1. The value obtained for the HOMO energy is -9.955 eV. The total energy comes out at -1116.11199 a.u. Its energy above the lowest of the compared OMol25 structures with the same formula, charge and spin is 40.9 kJ/mol. The value obtained for the LUMO energy is -4.69 eV.

=====

(4)
Computed, not measured: a cluster of 2 separate species, C6H10O in total, with ωB97M-V/def2-TZVPD.

Structure (XYZ):
```
17
Properties=species:S:1:pos:R:3:forces:R:3:lowdin_charge:R:1
C -1.343829 -0.349653 0.336840 0.08 -0.03 0.04 -0.169
C -0.689078 -1.452128 -0.519542 -0.21 0.02 -0.17 -0.167
O 0.655468 -1.808224 -0.160378 0.09 -0.09 -0.19 -0.071
C 1.444420 -0.767947 0.162175 0.02 0.17 -0.08 -0.206
C 1.236739 0.481841 -0.268974 -0.47 -0.34 -0.21 -0.114
C 0.294886 1.360041 -0.553304 0.06 -0.07 -0.09 -0.110
C -1.143422 1.080499 -0.189397 -0.05 0.03 0.12 -0.198
H -0.977802 -0.432853 1.366145 0.01 -0.03 -0.11 0.124
H -2.421838 -0.553705 0.376419 0.19 -0.01 0.00 0.112
H -1.229914 -2.394385 -0.406444 0.00 0.15 -0.07 0.122
H -0.692071 -1.172142 -1.579975 -0.09 0.02 0.07 0.131
H 2.702990 0.772121 1.595127 0.27 0.34 -0.08 0.079
H 2.307414 -1.078013 0.746861 -0.28 0.15 0.11 0.095
H 2.641841 1.077730 0.898260 0.33 0.00 0.70 0.050
H 0.496088 2.239442 -1.164057 -0.06 -0.28 -0.23 0.099
H -1.700425 1.181205 -1.134856 0.07 0.04 0.18 0.115
H -1.581463 1.816170 0.495108 0.03 -0.06 -0.01 0.107
```
Positions in Å, forces in eV/Å.

Its maximum force is 0.772 eV Å⁻¹. As for the spin multiplicity: 1. The value obtained for the HOMO energy is -8.166 eV. The total energy comes out at -309.70873 a.u. Its energy above the lowest of the compared OMol25 structures with the same formula, charge and spin is 350.9 kJ/mol. The value obtained for the LUMO energy is 0.70 eV.

=====

(5)
Computed, not measured: a cluster of 2 separate species, C3H7O3Si in total in a non-equilibrium geometry, with ωB97M-V/def2-TZVPD.

Structure (XYZ):
```
14
Properties=species:S:1:pos:R:3:forces:R:3:lowdin_charge:R:1
C -2.955223 0.380182 0.057695 2.02 0.79 -0.38 -0.866
C 2.491847 0.482099 -0.273995 1.23 -1.62 -1.77 -0.301
C 1.422840 0.536395 0.739483 -2.09 -0.70 -0.71 -0.235
O -3.202272 1.418905 -0.568191 -0.92 -0.21 0.33 -0.102
O -3.410976 -0.281407 0.987204 -1.35 -0.15 0.46 -0.093
O -1.355118 -2.063333 -0.097377 -1.66 -0.25 1.05 -0.338
Si -1.241661 -0.402771 -0.428210 1.49 -0.90 0.66 0.790
H 2.698459 -0.642822 -0.397653 0.16 1.60 -0.27 0.069
H 2.287073 0.895755 -1.312028 -0.24 -0.48 1.19 0.059
H 3.458563 0.980536 -0.006592 -0.45 -0.33 0.19 0.046
H 1.235081 1.493934 1.122214 -0.59 1.53 0.34 -0.029
H 1.585588 -0.105129 1.584409 0.02 -0.63 0.22 -0.009
H -2.179727 -2.337849 0.453439 2.15 1.29 -1.31 0.077
H -0.834469 -0.354492 -1.860397 0.23 0.07 0.01 -0.068
```
Positions in Å, forces in eV/Å.

Its maximum force is 2.828 eV Å⁻¹. As for the spin multiplicity: 1. The value obtained for the HOMO energy (alpha / beta) is -3.367 / -3.371 eV. The total energy comes out at -633.71794 a.u. Its net charge is -1. Its energy above the lowest of the compared OMol25 structures with the same formula, charge and spin is 332.3 kJ/mol. The value obtained for the LUMO energy (alpha / beta) is 3.86 / 3.86 eV.

=====

(6)
Computed, not measured: a cluster of 16 separate species, C6H42O15 in total in a non-equilibrium geometry, with ωB97M-V/def2-TZVPD.

Structure (XYZ):
```
63
Properties=species:S:1:pos:R:3:forces:R:3:lowdin_charge:R:1
C -1.707659 -0.956477 -0.674274 -0.95 0.80 0.45 -0.066
C -1.300701 -0.381682 0.720861 0.53 -0.23 -0.64 -0.154
C -0.838536 1.107644 0.828039 1.62 1.18 -0.96 -0.139
C -1.260543 1.775734 2.093920 0.41 -2.12 -0.80 -0.187
C -2.589866 2.147886 2.312530 -0.29 0.62 -0.99 0.222
C -0.325842 1.760521 3.211213 -0.06 0.67 1.14 0.020
H -1.034100 -1.614784 -1.211000 0.41 0.01 0.59 0.045
H -1.990595 -0.167525 -1.371973 -0.09 0.02 0.05 0.056
H -2.620597 -1.502156 -0.435427 0.04 -0.23 -0.55 0.087
H -2.184249 -0.449414 1.352944 0.16 -0.47 0.08 0.073
H -0.472557 -1.028177 1.046047 -0.45 0.26 0.63 0.095
H 0.251370 1.218584 0.760153 0.12 -0.64 0.46 0.103
H -1.019036 1.721883 -0.067085 -1.16 -0.17 0.30 0.115
H -2.859191 2.677069 3.183124 -0.26 0.41 1.13 0.103
H -3.360994 2.124822 1.551763 0.18 -0.33 0.03 0.086
H -0.828652 1.762696 4.188688 -0.01 0.14 -0.21 0.109
H 0.427599 0.972385 3.232363 -0.03 0.13 -0.57 0.109
H 0.198777 2.741743 3.176292 0.09 -0.24 -0.09 0.158
H -2.918638 -0.769086 3.099461 -0.65 -0.96 -0.55 0.043
H -3.157055 0.315647 3.919311 -1.00 0.41 0.69 0.039
O -3.701862 -0.256249 3.354983 1.70 0.57 0.06 -0.012
H 4.181421 0.189583 2.246671 0.28 -0.11 0.07 0.030
H 3.619931 1.292181 1.457327 0.08 0.24 0.06 0.015
O 4.453976 1.036211 1.874871 -0.57 0.06 0.17 -0.056
H 0.990515 -0.992412 -1.900268 -0.39 -0.10 -0.06 0.002
H -0.062605 0.018856 -2.506168 -0.06 -0.77 -0.16 0.029
O 0.866871 -0.123605 -2.292331 -0.01 1.16 -0.16 -0.062
H -0.605241 -4.754964 1.394349 0.13 -0.29 0.80 0.010
H -0.324470 -3.434087 0.687084 0.50 0.07 0.29 -0.032
O -0.643557 -4.321296 0.560635 -1.43 -0.35 -1.89 -0.058
H 4.399848 0.512481 -0.232876 0.04 0.06 0.63 -0.023
H 5.268327 -0.733354 0.013130 -0.05 0.19 0.24 0.036
O 5.000944 -0.095467 -0.650159 0.17 -0.43 -1.24 -0.049
H -0.176580 4.495600 -0.734591 0.30 -0.52 -0.19 -0.005
H 1.245487 3.708465 -0.562226 -0.66 -0.13 -0.54 -0.021
O 0.685182 4.457116 -0.312207 0.20 0.77 0.94 -0.081
H 1.204343 -2.915769 -1.475443 -0.33 -0.38 0.83 0.027
H 2.359859 -2.387843 -0.687132 0.13 -0.33 0.31 0.065
O 1.460900 -2.725474 -0.536039 0.69 0.59 -1.27 -0.082
H 1.657511 -0.926035 1.843024 -0.40 -0.62 -0.14 0.021
H 1.801657 -0.938754 0.262916 -0.32 -0.13 0.66 0.011
O 2.224957 -0.713447 1.105016 0.75 0.95 -0.10 -0.050
H 2.693342 1.998351 -1.424045 0.31 0.11 0.00 0.062
H 1.285304 1.542343 -1.681945 0.25 -0.23 0.36 0.022
O 1.811443 2.070465 -1.053484 -0.01 0.02 -0.10 -0.058
H -4.985090 0.551373 -0.268946 -0.18 -0.06 0.17 0.062
H -3.554423 1.089553 -0.078044 0.11 -0.17 0.22 -0.024
O -4.202885 0.849574 -0.736309 -0.04 0.26 -0.46 -0.024
H -1.149249 0.273592 -4.858882 -0.33 0.35 -0.25 0.047
H -2.437732 -0.246396 -4.106941 -0.09 0.36 -0.32 0.045
O -1.527563 -0.436286 -4.342806 0.39 -0.61 0.66 -0.036
H -0.543152 -3.197952 -3.031236 -0.51 -0.17 0.25 0.085
H 0.777609 -2.982859 -3.682560 0.26 0.16 0.05 0.094
O 0.290942 -2.753674 -2.879818 0.16 -0.39 -0.84 -0.031
H -2.961019 3.693373 0.095629 -0.17 0.34 -0.21 0.038
H -2.495678 3.249810 -1.284623 -0.21 0.04 -0.24 0.060
O -2.201688 3.708692 -0.493450 0.03 -0.19 0.18 -0.028
H 3.744588 -0.395035 -3.464395 -0.31 0.36 -0.10 0.037
H 2.250015 -0.913384 -3.766784 0.18 0.89 0.00 0.004
O 3.141473 -1.136742 -3.499203 0.26 -1.39 0.18 -0.049
H 1.867843 -3.623426 1.695946 0.14 -0.47 0.21 0.059
H 0.830568 -3.830361 2.919565 0.72 -0.36 0.06 0.063
O 1.049010 -3.360081 2.114836 -0.30 1.39 0.70 -0.059
```
Positions in Å, forces in eV/Å.

Its maximum force is 2.394 eV Å⁻¹. As for the spin multiplicity: 2. The value obtained for the HOMO energy (alpha / beta) is -12.954 / -12.953 eV. The total energy comes out at -1381.98980 a.u. Its net charge is +1. Its energy above the lowest of the compared OMol25 structures with the same formula, charge and spin is 62.2 kJ/mol. The value obtained for the LUMO energy (alpha / beta) is -4.50 / -8.06 eV.